(1)
DFT (the ωB97M-V functional and the def2-TZVPD basis) results for a cluster of 2 separate species, C4H10PS2 in total in a non-equilibrium geometry.

Each line ends with the natural charge from an NBO analysis.
Geometry (Å):
H 0.056 2.212 1.130  0.291
H 0.333 1.650 -2.281  0.300
P 0.027 0.036 -0.256  1.507
H -1.185 1.790 -1.335  0.280
C 1.220 -1.312 -0.547  -0.935
H 1.442 1.957 0.485  0.281
H 2.048 -0.918 -1.069  0.271
S -0.327 -1.581 2.388  -0.074
S -2.947 -1.428 0.024  0.475
C -1.540 -0.775 0.164  -0.716
H -1.505 -1.540 3.133  0.165
C 0.669 1.326 0.933  -0.965
C -0.443 1.046 -1.694  -0.995
H -1.069 0.404 -2.420  0.281
H 0.674 -2.176 -1.014  0.291
H 0.986 0.834 1.879  0.277
H 1.560 -1.526 0.482  0.268

Properties
HOMO level (spin up / spin down) = -11.6 / -13.6 eV
Kohn-Sham gap (spin up / spin down) = 0.243 / 0.250 Eh
2S+1 = 3
<S²> = 2.02
Charge = +1

=====

(2)
DFT (the ωB97M-V functional and the def2-TZVPD basis) results for a cluster of 2 separate species, C4H10S in total in a non-equilibrium geometry.

Each line ends with the natural charge from an NBO analysis.
Geometry (Å):
H -1.213 1.196 0.387  0.218
H -0.166 0.073 0.854  0.209
C -0.568 0.417 -0.091  -0.773
C -1.364 -3.408 1.324  -0.398
H -0.242 -1.631 1.761  0.189
H 0.467 -2.558 0.436  0.192
H -2.411 -3.134 1.353  0.199
H -1.097 -4.461 1.426  0.197
C 0.799 2.760 -0.289  -0.758
H -1.238 -0.313 -0.537  0.239
S 0.766 1.135 -1.059  0.196
H 1.531 3.294 -0.926  0.234
C -0.386 -2.482 1.100  -0.381
H 0.950 2.758 0.788  0.219
H -0.068 3.336 -0.621  0.217

Properties
HOMO level = -8.4 eV
Kohn-Sham gap = 0.338 Eh
Charge = 0
SMILES = C=C.CSC
Energy above the lowest of the compared OMol25 structures with the same formula, charge and spin = 300.7 kJ/mol

=====

(3)
DFT (the ωB97M-V functional and the def2-TZVPD basis) results for a cluster of 2 separate species, C4H10S in total.

Each line ends with the natural charge from an NBO analysis.
Geometry (Å):
H 0.021 -0.585 0.232  0.118
H -1.493 -2.116 -2.936  0.194
C 1.620 1.405 1.489  -0.624
H 2.690 1.594 1.580  0.211
H -3.102 -1.054 -1.365  0.195
S 0.968 -1.305 0.848  -0.047
H -0.844 -0.465 -3.355  0.192
C 1.291 0.015 2.071  -0.510
H 0.447 0.079 2.743  0.207
C -1.526 -1.047 -2.751  -0.380
H 2.158 -0.338 2.625  0.217
H 1.138 2.184 2.082  0.211
H 1.393 1.518 0.430  0.215
H -2.373 0.593 -1.757  0.192
C -2.389 -0.478 -1.937  -0.392

Properties
HOMO level = -8.9 eV
Kohn-Sham gap = 0.366 Eh
Charge = 0
SMILES = C=C.CCS
Energy above the lowest of the compared OMol25 structures with the same formula, charge and spin = 110.2 kJ/mol

=====

(4)
DFT (the ωB97M-V functional and the def2-TZVPD basis) results for a cluster of 2 separate species, C4H10S in total in a non-equilibrium geometry.

Each line ends with the natural charge from an NBO analysis.
Geometry (Å):
C -1.662 0.912 0.145  -0.660
H -0.453 -0.200 -1.253  0.321
H -1.678 1.637 -0.691  0.347
H 2.983 -1.155 -0.918  0.188
H -2.694 0.832 0.474  0.233
H 0.110 -0.434 1.089  0.270
S 1.686 0.947 -0.900  -0.669
C 2.693 -0.358 -0.241  -0.746
H -2.123 -0.881 -1.077  0.245
H 2.180 -0.766 0.638  0.152
C -1.268 -0.441 -0.576  -0.417
H -0.959 1.451 0.787  0.334
H -1.598 -0.841 1.613  0.226
H 3.697 -0.056 0.114  0.194
C -0.914 -0.648 0.797  -0.018

Properties
HOMO level = -6.1 eV
Kohn-Sham gap = 0.171 Eh
Charge = 0
Energy above the lowest of the compared OMol25 structures with the same formula, charge and spin = 479.9 kJ/mol

=====

(5)
DFT (the ωB97M-V functional and the def2-TZVPD basis) results for the ion C4H10S2 with charge -1 in a non-equilibrium geometry.

Each line ends with the natural charge from an NBO analysis.
Geometry (Å):
H 0.577 -1.861 -0.770  0.177
H 0.298 4.238 -0.350  0.173
H -0.950 2.985 -0.337  0.213
C -0.428 -3.267 0.441  -0.640
H -0.090 -3.060 1.448  0.215
H -1.378 -3.807 0.305  0.197
H 0.065 3.622 1.144  0.207
C 0.923 2.079 -0.173  -0.567
C -0.005 3.272 0.120  -0.627
H 0.999 1.877 -1.244  0.186
H -0.926 -2.281 -1.454  0.193
H 1.965 2.295 0.108  0.191
C -0.477 -2.034 -0.498  -0.581
S 0.458 0.637 0.862  -0.245
H 0.116 -4.131 0.026  0.173
S -1.148 -0.566 0.372  -0.266

Properties
HOMO level (spin up / spin down) = 0.6 / -3.8 eV
Kohn-Sham gap (spin up / spin down) = 0.121 / 0.280 Eh
2S+1 = 2
<S²> = 0.75
Charge = -1
Energy above the lowest of the compared OMol25 structures with the same formula, charge and spin = 130.6 kJ/mol

=====

(6)
DFT (the ωB97M-V functional and the def2-TZVPD basis) results for a cluster of 2 separate species, C4H10S2 in total in a non-equilibrium geometry.

Each line ends with the natural charge from an NBO analysis.
Geometry (Å):
S -3.200 -1.613 0.926  -0.142
C 4.325 1.361 -0.906  -0.654
H 2.998 1.431 -2.557  0.181
C -0.464 -1.524 -0.235  -0.769
S -1.334 -0.627 1.040  0.099
H -1.107 -1.650 -1.107  0.228
H -0.088 -2.501 0.080  0.217
C 2.376 3.019 -1.292  -0.440
H 4.229 0.286 -0.819  0.221
H 2.653 3.624 -0.437  0.196
H 5.134 1.608 -1.605  0.218
H -3.759 -0.647 1.588  0.128
H 1.379 2.970 -1.717  0.212
H 4.552 1.840 0.047  0.210
C 3.128 1.966 -1.612  -0.143
H 0.422 -0.981 -0.566  0.240

Properties
HOMO level = -8.2 eV
Kohn-Sham gap = 0.319 Eh
Charge = 0
SMILES = C=CC.CSS
Energy above the lowest of the compared OMol25 structures with the same formula, charge and spin = 180.6 kJ/mol

=====

(7)
DFT (the ωB97M-V functional and the def2-TZVPD basis) results for the molecule C4H10S2 in a non-equilibrium geometry.

Each line ends with the natural charge from an NBO analysis.
Geometry (Å):
C -2.380 -0.261 -0.693  -0.647
C 0.133 -0.067 -1.504  -0.594
H 2.160 -1.522 2.037  0.229
S 0.166 -0.170 1.520  0.055
C 1.939 -0.663 1.354  -0.760
H -1.261 -1.776 -2.012  0.210
H 2.065 -1.218 0.434  0.210
H 0.078 0.253 -2.553  0.234
H 2.707 0.216 1.451  0.240
C -1.145 -0.946 -1.211  -0.414
H -2.119 -0.303 0.398  0.226
H -0.767 -1.703 -0.504  0.210
H -2.548 0.825 -0.978  0.217
H -3.303 -0.644 -1.034  0.223
S 0.503 1.313 -0.488  0.155
H 0.996 -0.798 -1.434  0.206

Properties
HOMO level = -9.0 eV
Kohn-Sham gap = 0.292 Eh
Charge = 0
SMILES = CCCSSC
Energy above the lowest of the compared OMol25 structures with the same formula, charge and spin = 243.2 kJ/mol

=====

(8)
DFT (the ωB97M-V functional and the def2-TZVPD basis) results for a cluster of 2 separate species, C4H10S2 in total.

Each line ends with the natural charge from an NBO analysis.
Geometry (Å):
H -1.573 -0.132 -2.454  0.212
S 0.960 -0.721 1.668  0.093
H -0.501 3.076 -2.436  0.188
H 2.706 -1.701 2.909  0.228
H -2.180 0.355 -0.882  0.222
H 1.280 -1.479 3.945  0.220
H -2.267 1.487 -2.264  0.206
H 1.341 -2.799 2.741  0.235
H -0.124 -2.434 0.029  0.128
H 1.077 2.851 -1.478  0.199
C -1.672 0.718 -1.774  -0.648
C 1.621 -1.772 2.958  -0.759
S -0.731 -1.771 1.028  -0.140
H 0.259 0.586 -0.792  0.190
C 0.116 2.466 -1.789  -0.415
C -0.313 1.271 -1.408  -0.159

Properties
HOMO level = -9.2 eV
Kohn-Sham gap = 0.356 Eh
Charge = 0
SMILES = C=CC.CSS
Energy above the lowest of the compared OMol25 structures with the same formula, charge and spin = 110.4 kJ/mol

=====

(9)
DFT (the ωB97M-V functional and the def2-TZVPD basis) results for the molecule C4H10S3 in a non-equilibrium geometry.

Each line ends with the natural charge from an NBO analysis.
Geometry (Å):
H 2.852 0.174 -0.771  0.225
C -1.693 0.232 0.651  -0.659
S 2.649 -1.502 0.890  0.007
H -0.731 -1.489 -0.275  0.234
C -0.393 -0.551 0.315  -0.496
S 0.122 0.526 -2.154  0.079
S 1.048 1.858 0.351  0.169
H 3.128 -0.416 1.558  0.128
C 0.727 0.197 -0.402  -0.360
H 0.004 -0.957 1.193  0.228
H -1.805 0.948 1.429  0.212
H -0.209 1.845 0.739  0.095
H 2.274 -1.342 -1.370  0.248
H -2.044 0.859 -0.203  0.216
H -0.301 1.829 -1.796  0.025
C 2.165 -0.652 -0.554  -0.585
H -2.506 -0.384 1.090  0.233

Properties
HOMO level (spin up / spin down) = -4.3 / -8.9 eV
Kohn-Sham gap (spin up / spin down) = 0.179 / 0.204 Eh
2S+1 = 3
<S²> = 2.01
Charge = 0
Energy above the lowest of the compared OMol25 structures with the same formula, charge and spin = 268.8 kJ/mol

=====

(10)
DFT (the ωB97M-V functional and the def2-TZVPD basis) results for a cluster of 2 separate species, C4H10Si in total in a non-equilibrium geometry.

Each line ends with the natural charge from an NBO analysis.
Geometry (Å):
H 1.935 0.132 -0.620  0.206
H -1.672 1.635 -1.402  0.240
C -2.104 1.365 -0.445  -0.837
H -2.968 1.984 -0.230  0.240
C -1.071 1.195 0.730  -0.833
C 2.617 -0.358 0.061  -0.847
H 2.097 -1.166 0.561  0.216
H 2.970 0.353 0.798  0.211
Si -1.930 -0.389 0.203  1.392
H -1.757 -2.747 0.899  0.236
C -2.101 -2.132 0.074  -1.155
H 3.455 -0.758 -0.496  0.214
H -1.330 1.694 1.657  0.240
H -2.953 -2.531 -0.456  0.236
H -0.036 1.387 0.470  0.241

Properties
HOMO level = -8.5 eV
Kohn-Sham gap = 0.331 Eh
Charge = 0
SMILES = C=[Si]1CC1.C
Energy above the lowest of the compared OMol25 structures with the same formula, charge and spin = 169.0 kJ/mol

=====

(11)
DFT (the ωB97M-V functional and the def2-TZVPD basis) results for a structure of composition C4H11AuClI2O2P in a non-equilibrium geometry.

Each line ends with the natural charge from an NBO analysis.
Geometry (Å):
C -1.145 -0.087 -2.299  -0.971
H 1.034 0.110 4.086  0.464
I -3.215 -1.406 4.507  0.517
C 1.317 -1.514 -2.048  -0.967
Au 0.238 -0.304 1.051  0.733
H -1.733 -0.998 -2.124  0.266
I -3.033 1.178 4.790  0.487
H -1.742 0.790 -2.017  0.262
H 0.737 2.224 -1.306  0.261
O -2.805 -0.052 1.259  -0.384
H 1.178 1.573 -2.909  0.280
H 2.290 1.382 -1.508  0.287
H 0.957 -2.424 -1.547  0.264
H 1.161 -1.616 -3.137  0.279
Cl 2.530 -0.371 0.876  -0.437
H -0.836 -0.024 -3.354  0.283
C 1.243 1.404 -1.826  -0.968
H -0.110 1.015 4.600  0.436
P 0.388 -0.120 -1.340  1.089
C -1.659 -0.146 1.285  0.430
H 2.382 -1.383 -1.812  0.286
O 0.822 0.767 4.771  -0.898

Properties
HOMO level (spin up / spin down) = -15.4 / -17.1 eV
Kohn-Sham gap (spin up / spin down) = 0.198 / 0.182 Eh
2S+1 = 3
<S²> = 2.01
Charge = +2
Energy above the lowest of the compared OMol25 structures with the same formula, charge and spin = 0.0 kJ/mol

=====

(12)
DFT (the ωB97M-V functional and the def2-TZVPD basis) results for the molecule C4H11B in a non-equilibrium geometry.

Each line ends with the natural charge from an NBO analysis.
Geometry (Å):
H 0.862 0.319 -1.326  0.191
H -1.597 1.443 -0.729  0.247
C -2.189 0.421 -0.543  -1.046
H 0.661 1.147 1.009  0.201
H 2.223 1.637 0.175  0.212
C 0.289 -1.191 0.150  -0.760
H -1.672 -1.013 1.328  -0.097
H -3.250 0.796 -0.173  0.247
C 1.351 -0.322 -0.481  -0.395
H 2.096 0.179 1.357  0.196
C 1.591 0.777 0.543  -0.601
H 0.717 -1.530 1.159  0.218
B -1.209 -0.579 0.292  0.677
H 2.167 -0.934 -0.659  0.207
H -2.354 0.249 -1.666  0.256
H 0.113 -2.088 -0.447  0.245

Properties
HOMO level = -10.2 eV
Kohn-Sham gap = 0.405 Eh
Charge = 0
SMILES = CBCCC
Energy above the lowest of the compared OMol25 structures with the same formula, charge and spin = 171.7 kJ/mol

=====

(13)
DFT (the ωB97M-V functional and the def2-TZVPD basis) results for a structure of composition C4H11B in a non-equilibrium geometry.

Each line ends with the natural charge from an NBO analysis.
Geometry (Å):
H -0.992 -0.697 1.423  0.199
H 0.865 2.494 0.312  0.202
C -0.849 0.084 0.668  -0.425
H 2.076 -1.414 -1.207  -0.102
C 1.132 1.512 -0.162  -0.643
H 0.734 1.642 -1.158  0.208
H 1.108 0.081 1.585  0.207
H -1.386 1.022 1.091  0.197
H -1.385 -1.470 -1.041  0.206
C 0.647 0.287 0.525  -0.406
H 0.846 -2.412 0.283  -0.118
H -2.645 -0.809 -0.166  0.206
C -1.714 -0.520 -0.522  -0.619
H -2.035 0.366 -1.217  0.201
B 1.366 -1.529 -0.242  0.474
H 2.231 1.363 -0.171  0.213

Properties
HOMO level = -8.7 eV
Kohn-Sham gap = 0.318 Eh
Charge = 0
Energy above the lowest of the compared OMol25 structures with the same formula, charge and spin = 333.0 kJ/mol

=====

Number 1: energy -1295.739332 Ha. Number 2: energy -556.467458 Ha. Number 3: energy -556.540024 Ha. Number 4: energy -556.399211 Ha. Number 5: energy -954.713814 Ha. Number 6: energy -954.714805 Ha. Number 7: energy -954.690953 Ha. Number 8: energy -954.741526 Ha. Number 9: energy -1352.735464 Ha. Number 10: energy -447.770272 Ha. Number 11: energy -1841.435642 Ha. Number 12: energy -183.781436 Ha. Number 13: energy -183.720014 Ha.